Here is a single C22H25N3O5S molecule in a non-equilibrium geometry from OMol25. Energies are from the ωB97M-V functional and the def2-TZVPD basis.

Geometry as XYZ:
```
56
Properties=species:S:1:pos:R:3:forces:R:3
C 5.2620 3.1569 0.4469 0.17 0.10 -0.11
O 4.1827 2.5423 1.1077 -0.25 -0.21 0.15
C 3.8927 1.2446 0.8160 -0.05 -0.12 -0.03
C 4.5617 0.4651 -0.1206 0.14 0.43 0.08
C 4.1612 -0.8438 -0.3433 -0.22 -0.17 0.18
C 3.1074 -1.4023 0.3596 0.15 -0.08 -0.17
C 2.6426 -2.8146 0.1111 0.00 -0.08 0.16
N 1.2303 -2.8358 -0.2046 0.30 -0.08 -0.33
C 0.2959 -3.1646 0.7018 -0.37 -0.09 -0.29
O 0.5213 -3.6840 1.7747 -0.03 -0.08 0.40
C -1.1197 -2.7907 0.2414 0.26 -0.47 0.12
N -1.1462 -1.3562 -0.0162 -0.18 0.43 -0.95
C -1.8717 -0.5177 0.8671 -0.26 0.51 0.57
C -3.1936 -0.7655 1.2113 0.15 -0.05 -0.07
C -3.8649 0.1111 2.0452 0.03 0.01 0.06
C -3.2416 1.2509 2.5384 -0.02 -0.04 -0.07
C -3.9656 2.1992 3.4430 0.03 -0.02 0.05
C -1.9178 1.4896 2.1835 -0.02 -0.03 -0.04
C -1.2352 0.6158 1.3598 -0.09 -0.12 0.19
S -1.3733 -0.9828 -1.6341 0.19 0.67 -0.02
O -2.6917 -1.3298 -2.0786 -0.06 0.11 0.15
O -0.2669 -1.5809 -2.3361 0.05 -0.14 -0.04
C -1.1846 0.7673 -1.6689 0.33 -0.25 -0.10
C -2.1904 1.7762 -1.5889 0.41 0.04 -0.08
C -3.6463 1.5830 -1.4160 -0.16 0.16 0.04
N -1.6351 2.9516 -1.6914 -1.43 0.26 0.12
O -0.2964 2.7705 -1.8390 0.99 -0.71 -0.07
C -0.0145 1.4657 -1.8315 -0.31 -0.53 0.01
C 1.3847 1.0184 -1.9834 0.04 0.19 -0.01
C 2.4454 -0.6190 1.3024 0.13 0.11 -0.06
C 2.8264 0.6855 1.5266 0.11 0.13 -0.01
H 5.3138 4.1683 0.8465 0.04 -0.06 -0.06
H 6.2047 2.6392 0.6498 -0.03 0.01 -0.02
H 5.0975 3.2044 -0.6346 0.02 -0.02 0.04
H 5.3921 0.8614 -0.6828 0.07 0.08 -0.05
H 4.6902 -1.4352 -1.0764 0.04 -0.08 -0.10
H 3.2070 -3.2674 -0.7082 0.01 0.00 0.12
H 2.7689 -3.4200 1.0146 0.04 0.01 -0.20
H 0.9248 -2.3769 -1.0561 0.05 -0.04 0.14
H -1.8307 -3.0661 1.0229 0.11 0.07 -0.14
H -1.3688 -3.3242 -0.6804 0.00 -0.17 0.15
H -3.6984 -1.6322 0.8123 -0.07 -0.10 -0.06
H -4.8938 -0.0894 2.3068 -0.11 -0.01 0.02
H -5.0395 2.0373 3.3999 -0.08 0.04 0.03
H -3.6396 2.0527 4.4727 -0.03 0.04 0.09
H -3.7511 3.2300 3.1694 -0.04 0.08 0.02
H -1.4173 2.3700 2.5588 0.06 0.11 0.03
H -0.2044 0.7969 1.0958 0.12 0.01 -0.06
H -3.8864 1.5480 -0.3540 -0.04 -0.03 0.05
H -4.1836 2.4128 -1.8661 -0.07 0.03 -0.02
H -3.9424 0.6398 -1.8680 -0.11 0.07 0.00
H 1.3934 0.0134 -2.3958 0.08 0.06 -0.01
H 1.9219 1.7038 -2.6344 0.06 0.01 -0.05
H 1.8827 1.0037 -1.0138 0.05 -0.02 0.06
H 1.6284 -1.0454 1.8648 -0.13 -0.04 0.10
H 2.3227 1.2986 2.2577 -0.07 0.08 0.11
```
Positions in Å, forces in eV/Å.

Computed properties:
SMILES string: COc1ccc(CNC(=O)CN(c2ccc(C)cc2)S(=O)(=O)c2c(C)noc2C)cc1
Calculated total energy in Ha: -1791.96257
LUMO energy in eV: 0.606
ΔE to the lowest compared entry with this formula, charge and spin in eV: 3.8445
Largest force on an atom in Eh/bohr: 0.0285
Gap between HOMO and LUMO in Eh: 0.33947



Here is a single C4H8O2 molecule in a non-equilibrium geometry from OMol25. Energies are from the ωB97M-V functional and the def2-TZVPD basis.

Geometry as XYZ:
```
14
Properties=species:S:1:pos:R:3:forces:R:3
C -1.6383 -0.7430 -0.1073 0.21 -1.68 -2.25
O -0.6921 -0.1693 -1.0336 -1.05 -0.86 -0.52
C 0.4083 0.2373 -0.4177 4.13 -1.60 2.84
C 0.2826 1.6811 0.1847 0.77 -0.99 -1.23
C 1.5291 -1.0454 0.1688 -4.81 1.28 -1.66
O 1.6550 -0.1713 -0.9746 -0.68 0.06 0.41
H -1.3124 -0.6255 0.8673 0.37 0.98 2.07
H -1.5709 -1.8646 -0.2036 -0.57 0.98 -0.41
H -2.6105 -0.3201 -0.3356 -0.14 -0.25 0.19
H -0.8301 1.8969 0.1929 1.57 0.11 0.34
H 0.8370 2.2908 -0.5859 -0.88 -0.12 0.79
H 0.8417 1.7998 1.1413 -0.82 -0.09 -0.61
H 2.0521 -0.8859 1.0806 0.76 0.49 0.23
H 1.0487 -2.0808 0.0226 1.13 1.68 -0.20
```
Positions in Å, forces in eV/Å.

Computed properties:
SMILES string: CO[C@@]1(C)CO1
Calculated total energy in Ha: -307.56475
LUMO energy in eV: 0.898
ΔE to the lowest compared entry with this formula, charge and spin in eV: 4.0186
Largest force on an atom in Eh/bohr: 0.1023
Gap between HOMO and LUMO in Eh: 0.34951



Here is a molecular structure, C34H23Cl8N3O3Ta from OMol25. Energies are from the ωB97M-V functional and the def2-TZVPD basis.

Geometry as XYZ:
```
72
Properties=species:S:1:pos:R:3:forces:R:3
Ta -0.9027 -0.1754 0.0119 0.07 -0.17 0.28
O -2.6800 0.8042 0.3572 0.16 0.02 0.08
C -3.3989 1.3085 1.3197 -0.02 -0.07 -0.16
C -4.6886 1.8028 1.0512 -0.03 0.01 -0.01
C -5.4741 2.2903 2.0675 0.02 0.00 0.05
C -5.0103 2.3233 3.3918 0.00 -0.01 -0.06
C -3.7403 1.8737 3.6597 0.00 0.01 0.03
C -2.9223 1.3606 2.6406 0.09 0.01 0.12
C -1.5450 1.0687 2.9237 -0.09 -0.04 -0.03
N -0.6924 0.5883 2.0892 0.09 0.03 0.02
N 0.6385 0.7939 2.4976 0.05 0.02 -0.18
C 1.3263 1.0635 1.4285 0.07 0.07 -0.10
O 0.8373 1.0240 0.2271 -0.01 -0.08 0.25
C 2.7301 1.5338 1.5617 -0.03 -0.02 0.02
C 3.4199 1.4286 2.7655 -0.02 0.01 -0.01
C 4.7284 1.8739 2.8538 0.00 0.00 0.00
C 5.3519 2.4340 1.7447 0.00 0.00 0.01
C 4.6618 2.5455 0.5463 -0.01 -0.01 -0.01
C 3.3533 2.0930 0.4507 0.02 0.00 0.02
H -5.0410 1.7632 0.0290 0.00 0.00 0.00
H -6.4696 2.6529 1.8410 0.00 0.00 0.00
H -5.6372 2.7102 4.1835 -0.01 0.00 0.00
H -3.3432 1.9160 4.6680 -0.01 0.00 0.00
H -1.1393 1.3883 3.8820 -0.01 0.01 0.00
H 2.9198 0.9879 3.6173 0.00 0.00 0.01
H 5.2674 1.7820 3.7887 0.00 0.00 0.00
H 6.3756 2.7809 1.8166 0.00 0.00 0.00
H 5.1418 2.9820 -0.3206 0.00 0.00 0.00
H 2.8029 2.1671 -0.4790 0.01 0.00 -0.01
Cl -3.8321 -1.6252 1.4588 0.00 -0.10 -0.01
C -3.6291 -2.0883 -0.2145 0.00 0.01 0.03
C -2.4666 -1.7161 -0.8908 -0.05 0.27 -0.14
C -2.2864 -2.3812 -2.1011 -0.02 -0.01 0.02
Cl -0.7519 -2.2455 -2.9009 0.07 0.02 -0.13
C -3.2335 -3.2269 -2.6796 0.10 0.02 -0.05
Cl -2.9468 -3.9674 -4.2152 -0.03 0.00 0.03
C -4.4207 -3.4766 -2.0079 -0.08 -0.06 -0.03
Cl -5.6319 -4.4887 -2.7111 0.03 0.02 0.02
C -4.6050 -2.9284 -0.7446 -0.05 0.02 0.08
Cl -6.0363 -3.3155 0.1472 0.02 0.01 -0.02
Cl -0.9888 3.5055 -0.0249 -0.06 -0.01 -0.13
C 0.1404 3.3189 -1.3501 -0.03 -0.03 0.00
C 1.0203 4.3681 -1.5594 0.00 0.00 0.00
C 1.9574 4.2928 -2.5774 0.00 -0.04 -0.03
C 1.9867 3.1596 -3.3781 0.01 0.04 0.02
C 1.0933 2.1252 -3.1539 0.03 -0.03 0.01
C 0.1448 2.1537 -2.1264 -0.05 0.04 0.07
C -0.7692 0.9919 -1.9278 -0.17 -0.16 -0.05
H 0.9696 5.2327 -0.9111 0.00 0.00 0.00
H 2.6524 5.1072 -2.7375 0.00 0.01 0.00
H 2.7092 3.0758 -4.1807 0.00 0.00 0.00
H 1.1406 1.2354 -3.7650 0.01 0.00 -0.01
H -0.6490 0.3052 -2.7628 0.04 0.03 -0.02
H -1.8125 1.3355 -1.9519 0.00 0.03 0.04
C 2.6019 -1.9806 -3.0220 0.02 0.00 0.01
O 2.1286 -0.6774 -2.7341 0.13 -0.20 -0.02
H 3.6668 -2.0901 -2.7885 -0.01 0.01 0.00
H 2.4619 -2.1487 -4.0901 0.00 0.00 0.00
H 2.0479 -2.7490 -2.4743 -0.01 0.00 0.00
H 2.1402 -0.5775 -1.7725 -0.12 0.12 -0.01
Cl -1.5221 -4.1555 1.0780 0.07 0.03 -0.02
C 0.2004 -4.0559 0.8828 -0.14 -0.18 0.04
C 0.9157 -5.2269 1.0554 0.09 -0.04 0.01
C 2.2990 -5.2267 0.9652 -0.08 0.09 -0.01
C 2.9471 -4.0256 0.7256 -0.05 -0.04 0.01
C 2.2099 -2.8681 0.5559 0.25 0.02 0.01
Cl 3.1022 -1.3906 0.3281 -0.05 -0.07 -0.02
C 0.8007 -2.8154 0.5848 -0.08 0.15 -0.07
N 0.1164 -1.6751 0.3273 -0.14 0.22 0.05
H 0.3718 -6.1377 1.2657 0.00 0.00 0.00
H 2.8606 -6.1417 1.0923 0.00 -0.01 0.01
H 4.0258 -3.9711 0.6723 0.01 0.01 0.00
```
Positions in Å, forces in eV/Å.

Computed properties:
Calculated total energy in Ha: -5438.17278
LUMO energy in eV: 2.215
ΔE to the lowest compared entry with this formula, charge and spin in eV: 0.0000
Largest force on an atom in Eh/bohr: 0.0065
Total charge: -1
Gap between HOMO and LUMO in Eh: 0.27427